Record 1
{"formula": "C28H36Cl2IrN4S2", "method": "the ωB97M-V functional and the def2-TZVPD basis", "multiplicity": 5, "s_squared": 6.054, "total_charge": 1, "orbital_gap_ev": [6.9, 5.5], "e_homo_ev": [-9.52, -10.57], "de_lowest_kcal_mol": 26.6, "elements": ["Ir", "C", "C", "C", "C", "C", "C", "C", "C", "C", "C", "C", "C", "N", "C", "C", "C", "C", "C", "N", "C", "C", "C", "C", "H", "H", "H", "H", "H", "H", "H", "H", "H", "H", "H", "H", "H", "H", "H", "H", "H", "H", "H", "H", "H", "H", "H", "H", "H", "H", "H", "H", "H", "Cl", "C", "C", "C", "C", "C", "Cl", "C", "S", "H", "H", "H", "N", "C", "N", "S", "H", "H", "H", "H"], "positions_angstrom": [[0.26909, 0.07703, -0.83288], [-0.65529, -1.31537, 4.68101], [0.63878, -0.86431, 3.99034], [1.05769, -1.84508, 2.88327], [0.71912, 0.64692, 3.66217], [1.09979, 1.46038, 4.72825], [1.42775, 2.78869, 4.54959], [1.46659, 3.30911, 3.26188], [1.10159, 2.55495, 2.15508], [1.30577, 3.19043, 0.78778], [2.32076, 2.37188, -0.01638], [0.01293, 3.56470, 0.05769], [0.61279, 1.24938, 2.39062], [-0.04728, 0.49619, 1.35286], [-1.17808, -0.02177, 1.74143], [-1.79724, -1.04583, 0.98694], [-3.01524, -1.77402, 1.29583], [-3.10941, -2.70775, 0.34298], [-1.94444, -2.52322, -0.56976], [-1.17912, -1.53092, -0.13650], [-1.72198, -3.36487, -1.78591], [-0.68998, -2.79091, -2.75178], [-1.24362, -4.73959, -1.26891], [-3.06929, -3.51765, -2.51813], [-0.49412, -2.26068, 5.20682], [-1.46084, -1.48850, 3.96094], [-1.00251, -0.58099, 5.41200], [1.41548, -0.96099, 4.74798], [0.22614, -2.19795, 2.27124], [1.50234, -2.73241, 3.34107], [1.79386, -1.41101, 2.20020], [1.17576, 1.01419, 5.71579], [1.70741, 3.40308, 5.39759], [1.80363, 4.32744, 3.10128], [1.81237, 4.13402, 0.99287], [1.92958, 1.37330, -0.25620], [3.22653, 2.19826, 0.56958], [2.58300, 2.85465, -0.96168], [-0.58654, 2.70745, -0.23748], [0.24134, 4.13827, -0.84611], [-0.61268, 4.18974, 0.69949], [-1.62696, 0.29197, 2.67969], [-3.67843, -1.59355, 2.13182], [-3.87772, -3.45916, 0.23636], [0.29455, -2.67790, -2.29781], [-1.00365, -1.82096, -3.14363], [-0.58546, -3.48589, -3.58934], [-0.25292, -4.66558, -0.81250], [-1.18437, -5.43086, -2.11309], [-1.93144, -5.16602, -0.53211], [-3.48259, -2.54480, -2.79917], [-3.81323, -4.05233, -1.92334], [-2.90487, -4.09375, -3.43085], [1.06617, 1.02092, -3.15241], [-0.28996, 1.95081, -3.77194], [-0.03997, 2.73125, -4.88877], [-1.07776, 3.47186, -5.41518], [-2.32850, 3.41289, -4.81850], [-2.53611, 2.61808, -3.70453], [-4.12941, 2.59608, -3.02062], [-1.51545, 1.85039, -3.12384], [-1.81442, 0.84647, -1.70782], [0.94847, 2.75279, -5.33237], [-0.91577, 4.09377, -6.28862], [-3.15751, 3.98576, -5.21496], [4.24803, -0.23177, -1.60967], [3.63669, -0.80409, -0.57511], [4.21579, -0.68401, 0.61820], [2.16251, -1.66756, -0.77482], [5.15370, 0.20115, -1.53910], [3.85066, -0.37075, -2.52284], [5.13022, -0.28130, 0.74156], [3.79728, -1.17014, 1.39240]], "mulliken_charge": [2.186, -1.365, 0.310, -1.143, -0.135, -0.761, -1.379, -0.877, 0.444, 0.191, -0.533, -1.328, 0.730, -0.329, -0.097, 0.325, -1.942, -0.927, -0.561, 0.300, 2.691, -1.301, -1.735, -1.726, 0.412, 0.273, 0.335, 0.794, 0.212, 0.604, -0.339, 0.543, 0.388, 0.422, 0.569, -0.668, 0.396, 0.415, 0.112, 0.445, 0.347, 0.922, 0.617, 0.512, 0.126, 0.167, 0.506, 0.327, 0.450, 0.404, 0.345, 0.365, 0.469, -0.257, 0.553, -0.886, -0.378, -0.814, 0.182, -0.200, 0.319, -0.559, 0.442, 0.385, 0.430, -0.307, 0.436, -0.300, -0.415, 0.202, 0.212, 0.242, 0.206]}



Record 2
{"formula": "C10H18FN2", "method": "the ωB97M-V functional and the def2-TZVPD basis", "total_charge": 1, "orbital_gap_ev": 6.5, "e_homo_ev": -11.09, "de_lowest_kcal_mol": 26.5, "elements": ["C", "C", "C", "C", "C", "C", "C", "C", "C", "C", "N", "N", "F", "H", "H", "H", "H", "H", "H", "H", "H", "H", "H", "H", "H", "H", "H", "H", "H", "H", "H"], "positions_angstrom": [[-2.70221, -2.34830, 1.19425], [-1.87048, -1.61013, 0.34873], [-1.86577, -3.08035, 2.00635], [-0.56808, -2.01740, 0.53668], [-0.39482, 1.22229, 0.94700], [2.17232, 1.07236, 1.21763], [1.15111, 2.32869, -0.67379], [0.73829, -1.11324, -1.38449], [0.60801, -1.77500, -0.21951], [1.02372, 1.55109, 0.52584], [-0.60788, -2.91335, 1.61809], [-0.46442, 2.31485, -2.84575], [1.72380, -2.36284, 0.32280], [-3.72800, -2.38431, 1.28875], [-2.01713, -0.93381, -0.44398], [-2.01340, -3.95870, 2.65132], [-1.09840, 1.93432, 0.48768], [-0.51629, 1.12956, 1.92377], [-0.61214, 0.21086, 0.68814], [2.09455, 0.25421, 1.93462], [2.97306, 0.80634, 0.52972], [2.74480, 1.94360, 1.62171], [0.47863, 3.12890, -0.42846], [0.53582, 2.04199, -1.59974], [2.15058, 2.50588, -0.91368], [1.75049, -1.15305, -1.84877], [-0.04912, -0.46774, -1.76088], [0.13229, -3.53026, 1.86625], [0.04051, 1.82448, -3.64388], [-0.35416, 3.30995, -3.16565], [-1.45567, 2.06914, -2.78075]], "mulliken_charge": [-1.200, 0.124, -0.414, 0.074, -1.271, -1.497, -1.335, -0.917, 0.724, 1.393, -0.104, -0.861, -0.347, 0.495, 0.573, 0.369, 0.344, 0.558, 0.023, 0.362, 0.443, 0.433, 0.412, 0.415, 0.508, 0.309, 0.284, 0.248, 0.301, 0.298, 0.254]}



Record 3
{"formula": "C5H13NO", "method": "the ωB97M-V functional and the def2-TZVPD basis", "smiles": "C=NCCCC.O", "orbital_gap_ev": 10.7, "e_homo_ev": -10.19, "de_lowest_kcal_mol": 65.7, "elements": ["C", "N", "C", "C", "C", "C", "H", "H", "H", "H", "H", "H", "H", "H", "H", "H", "H", "O", "H", "H"], "positions_angstrom": [[-1.66313, -1.20367, -1.64954], [-0.96669, -0.55186, -0.72002], [-1.08559, -1.06751, 0.58762], [0.30978, -0.98162, 1.38788], [1.53670, -0.15173, 0.77967], [1.57400, 1.39415, 1.05171], [-1.49025, -0.98925, -2.68178], [-2.36954, -2.04785, -1.53927], [-1.84719, -0.54241, 1.11201], [-1.43254, -2.13988, 0.58199], [0.52006, -2.03150, 1.60691], [0.29201, -0.49222, 2.37189], [1.52115, -0.25103, -0.31266], [2.48417, -0.72344, 1.25161], [2.06810, 2.03970, 0.28370], [0.52865, 1.62966, 0.85441], [2.02238, 1.64598, 2.09650], [-0.01715, 2.09308, -1.33602], [0.88337, 2.01854, -1.63924], [-0.30695, 1.06427, -1.20184]], "mulliken_charge": [-0.404, -0.326, -0.649, -0.713, -0.305, -1.059, 0.266, 0.256, 0.263, 0.438, 0.370, 0.337, 0.248, 0.271, 0.211, 0.401, 0.280, -0.694, 0.309, 0.498]}



Record 4
{"formula": "C6H10O", "method": "the ωB97M-V functional and the def2-TZVPD basis", "orbital_gap_ev": [7.8, 8.6], "e_homo_ev": [-7.38, -7.99], "de_lowest_kcal_mol": 116.5, "elements": ["C", "C", "C", "C", "C", "O", "C", "H", "H", "H", "H", "H", "H", "H", "H", "H", "H"], "positions_angstrom": [[1.21507, -1.12230, 0.89925], [0.74988, -0.93398, -0.51851], [-0.79664, -0.81644, -0.47788], [-0.53445, 0.65189, -0.08926], [-1.46230, 1.74250, 0.04177], [-0.07833, 0.65434, 1.31081], [0.78274, 0.57577, -0.87489], [-0.27958, -0.23493, 1.72021], [0.95502, -2.07041, 1.37671], [2.19383, -0.73386, 1.17168], [1.19456, -1.63628, -1.23929], [-1.26088, -0.87324, -1.46597], [-1.33958, -1.46017, 0.22427], [-1.12253, 2.76612, -0.06162], [-2.46259, 1.55742, 0.41640], [1.61462, 1.17255, -0.49081], [0.63117, 0.76102, -1.94288]], "mulliken_charge": [-1.229, 0.240, -0.814, 0.763, -1.191, -0.504, -0.692, 0.438, 0.371, 0.306, 0.441, 0.328, 0.306, 0.305, 0.293, 0.340, 0.301]}



Record 5
{"formula": "C4H12N2S2", "method": "the ωB97M-V functional and the def2-TZVPD basis", "smiles": "CNC[C@H](N)CSS", "orbital_gap_ev": 8.6, "e_homo_ev": -7.94, "de_lowest_kcal_mol": 41.9, "elements": ["C", "N", "C", "C", "N", "C", "S", "S", "H", "H", "H", "H", "H", "H", "H", "H", "H", "H", "H", "H"], "positions_angstrom": [[-2.13645, -0.70547, -1.24922], [-0.78193, -1.28917, -1.33447], [-0.20374, -1.49500, -0.02539], [0.71902, -0.51554, 0.56234], [0.36394, -0.20914, 1.99384], [0.87797, 0.91307, -0.16906], [2.32436, 1.74000, 0.49004], [1.89773, 3.63521, 0.01601], [-2.43881, -0.50435, -2.25294], [-2.84096, -1.26553, -0.59507], [-1.98003, 0.31074, -0.85713], [-0.67301, -2.26929, -1.77901], [0.29755, -2.47500, -0.12984], [-0.92727, -1.68268, 0.73217], [1.76499, -0.94500, 0.60400], [-0.59930, -0.11455, 2.02007], [0.68258, 0.61709, 2.39858], [-0.10326, 1.48778, -0.09793], [0.88274, 0.58632, -1.20693], [2.87387, 4.18051, 0.87994]], "mulliken_charge": [-0.773, -0.345, -1.031, 0.349, -0.685, -0.798, -0.045, -0.206, 0.360, 0.290, 0.207, 0.298, 0.357, 0.314, 0.298, 0.201, 0.254, 0.321, 0.479, 0.155]}